77
Properties=species:S:1:pos:R:3 method="wB97M-V/def2-TZVPD" homo_lumo_gap_ev=8.2 homo_ev=-7.939 e_tot_ha=-3324.45717 total_charge=0
Al -0.2170 0.6785 -0.1546
O -1.2270 -0.4518 1.0590
C -2.6694 -0.5592 0.8401
C -2.9471 0.6204 -0.1700
O -4.0834 0.9045 -0.4476
O -1.8655 1.2478 -0.5768
C -3.3957 -0.2714 2.1589
C -4.1070 -1.2493 2.8447
C -4.7615 -0.9438 4.0335
C -4.7195 0.3418 4.5456
C -4.0218 1.3294 3.8607
C -3.3695 1.0227 2.6799
C -3.0148 -1.9328 0.2904
C -4.2533 -2.1500 -0.3048
C -4.5839 -3.4052 -0.7860
C -3.6899 -4.4643 -0.6706
C -2.4589 -4.2534 -0.0720
C -2.1244 -2.9916 0.4080
H -0.9182 -1.0186 1.7744
H -4.1550 -2.2562 2.4534
H -5.3156 -1.7170 4.5511
H -5.2421 0.5800 5.4646
H -4.0130 2.3474 4.2335
H -2.8711 1.8035 2.1231
H -4.9423 -1.3202 -0.4053
H -5.5446 -3.5564 -1.2635
H -3.9524 -5.4461 -1.0452
H -1.7498 -5.0668 0.0240
H -1.1393 -2.8514 0.8375
C 5.1261 0.1345 1.5523
Si 5.1495 1.4846 0.2697
C 6.1480 0.9333 -1.2108
C 5.9410 3.0073 1.0334
C 3.4859 2.0762 -0.4156
C 3.5268 3.1120 -1.3370
C 2.3851 3.5823 -1.9885
C 1.1912 2.9833 -1.6995
N 1.1029 2.0023 -0.7892
C 2.2098 1.5282 -0.1531
S 1.8383 0.2075 0.9109
H 6.1543 -0.0658 1.8724
H 4.6988 -0.7864 1.1475
H 4.5367 0.4176 2.4275
H 7.1327 0.5663 -0.9047
H 6.2979 1.7518 -1.9212
H 5.6226 0.1265 -1.7317
H 6.9484 2.7728 1.3956
H 5.3544 3.3702 1.8829
H 6.0292 3.8264 0.3128
H 4.4854 3.5650 -1.5788
H 2.4413 4.3679 -2.7284
H 0.2641 3.2613 -2.1876
O -2.1370 -1.1525 -2.0178
C -0.9632 -1.2503 -2.3084
N 0.0788 -0.5191 -1.7401
S 1.4436 -0.6788 -2.6953
O 1.5894 0.4785 -3.5381
O 2.5937 -1.1042 -1.9500
C 0.8345 -2.0293 -3.6550
C 1.4923 -2.8234 -4.5737
C 0.7671 -3.8586 -5.1481
C -0.5682 -4.0768 -4.8089
C -1.2142 -3.2537 -3.8958
C -0.4837 -2.2259 -3.3287
H 2.5299 -2.6452 -4.8285
H 1.2490 -4.5100 -5.8672
H -1.1062 -4.9004 -5.2616
H -2.2511 -3.3930 -3.6146
N -0.1843 3.3449 4.6861
N -0.3757 3.1405 3.3374
N -0.6728 4.1265 2.5204
C -0.6902 3.4843 1.3590
N -0.4059 2.1835 1.5083
N -0.2017 1.9785 2.7932
H -0.8041 4.0760 4.9980
H -0.3086 2.4690 5.1712
H -0.9285 3.9437 0.4138